DFT (ωB97M-V/def2-TZVPD) results for an isolated molecule of C5H8FO6P at a distorted geometry.

Cartesian coordinates (Å):
O: 2.36948 2.72597 -0.55868
C: 1.22276 2.57636 -0.53855
O: 0.59233 1.44151 -1.01126
C: 0.74414 0.41100 -0.01543
C: 1.31572 -0.86116 -0.67486
C: 1.80918 -1.85622 0.36355
O: 1.40728 -2.91725 0.52535
F: 2.83324 -1.40271 1.12759
C: -0.57322 0.18002 0.76391
P: -2.05274 -0.12955 -0.27742
O: -2.33848 0.93430 -1.22196
O: -1.98545 -1.56112 -1.03537
O: -3.32082 -0.26764 0.76265
H: 0.58670 3.40043 -0.15898
H: 1.49365 0.72258 0.73014
H: 0.65764 -1.32329 -1.41661
H: 2.22246 -0.53590 -1.21455
H: -0.79174 1.11015 1.31826
H: -0.45460 -0.59141 1.54366
H: -2.66503 -2.13497 -0.64359
H: -3.07253 0.07890 1.63213

Atomic forces in eV per Å
O 3.4 0.1 0.0
C -2.8 0.6 -0.4
O 0.1 0.0 1.2
C 0.0 -0.8 0.2
C 1.1 0.8 0.0
C 0.3 2.8 -1.2
O -1.3 -3.5 0.7
F 0.0 0.5 -0.1
C -0.2 0.0 0.0
P -1.2 0.4 -0.3
O 0.4 0.6 -0.4
O -0.2 0.4 1.4
O 1.4 -0.5 0.0
H -0.5 -0.5 -0.3
H -0.2 0.0 -0.3
H -0.1 -0.1 0.5
H -0.3 0.0 0.1
H -0.1 -0.2 -0.3
H 0.1 0.0 -0.4
H 0.3 -0.2 -0.2
H -0.3 -0.1 -0.1

Calculated values
SMILES string: O=CO[C@H](CC(=O)F)CP(=O)(O)O
HOMO-LUMO gap, hartree: 0.4015

Atomic partial charges in e from the Löwdin method, atoms 1 to 6: 0.15, -0.34, -0.02, -0.35, -0.02, -0.49


DFT (ωB97M-V/def2-TZVPD) results for a cluster of 2 separate species, CH4O2S in total at a distorted geometry.

Cartesian coordinates (Å):
O: 0.12177 -2.72220 2.36750
C: -0.26285 -2.64250 1.24251
O: -0.06925 -3.85584 0.55213
H: -0.75550 -1.89473 0.62933
H: 0.06756 -3.58350 -0.36466
S: 0.17062 4.04985 -1.76160
H: -0.04702 5.36016 -1.96820
H: -0.91352 4.04666 -0.93837

Atomic forces in eV per Å
O -0.9 2.0 0.1
C 1.5 -4.0 0.8
O -0.3 1.9 -0.8
H 0.0 0.7 0.3
H -0.3 -0.5 -0.4
S -0.7 0.3 0.4
H 0.2 -0.1 -0.1
H 0.5 -0.2 -0.3

Calculated values
SMILES string: O=CO.S
Energy above the lowest of the compared OMol25 structures with the same formula, charge and spin, kJ/mol: 69.5
HOMO-LUMO gap, hartree: 0.3819

Atomic partial charges in e from the Löwdin method, atoms 1 to 6: 0.09, -0.32, 0.02, 0.13, 0.08, 0.44


DFT (ωB97M-V/def2-TZVPD) results for a structure of composition C5H10N2O at a distorted geometry.

Cartesian coordinates (Å):
C: -0.93699 -1.42435 -0.46122
C: -1.60739 1.24517 -0.35726
C: 1.45515 0.56519 1.18957
C: -0.87240 0.01394 0.07846
C: 0.68405 -0.18535 0.12228
N: 1.44941 -0.22826 -1.07049
N: 0.13448 -1.54834 0.56214
O: -1.00379 -0.47409 1.40230
H: 2.44353 -0.34199 -0.92570
H: 1.12612 -0.85205 -1.79484
H: -1.82630 -1.99997 -0.20768
H: -0.62738 -1.65230 -1.48465
H: -1.35714 2.07197 0.30602
H: -1.31757 1.50322 -1.37565
H: -2.68285 1.07573 -0.32076
H: 2.36681 0.01962 1.43367
H: 1.71577 1.55371 0.81359
H: 0.85650 0.65814 2.09021

Atomic forces in eV per Å
C -0.5 0.3 -0.5
C 0.0 -0.3 0.3
C -0.3 -0.2 -0.1
C 0.7 0.1 -1.3
C -0.3 0.3 0.2
N 0.0 0.1 -0.5
N -1.1 1.0 1.8
O 1.3 -1.6 -0.3
H -0.1 0.0 0.1
H 0.0 0.1 0.1
H 0.0 0.1 0.0
H 0.1 0.0 0.1
H 0.0 0.1 0.0
H 0.0 0.0 0.0
H -0.1 0.1 0.0
H 0.1 0.0 0.0
H 0.1 0.0 0.0
H 0.1 0.0 0.0

Calculated values
Energy above the lowest of the compared OMol25 structures with the same formula, charge and spin, kJ/mol: 448.3
HOMO-LUMO gap, hartree: 0.3645

Atomic partial charges in e from the Löwdin method, atoms 1 to 6: -0.11, 0.01, -0.01, -0.50, -0.53, 0.11


DFT (ωB97M-V/def2-TZVPD) results for a cluster of 2 separate species, C3H11NO3 in total at a distorted geometry.

Cartesian coordinates (Å):
N: 0.21182 -0.93940 0.14186
C: -0.49390 0.45427 0.43957
C: -1.76804 0.38905 -0.40276
O: -2.74061 -0.21641 0.47076
C: 0.56959 1.38030 -0.23098
O: 1.91172 1.08880 0.12396
H: -0.03322 -1.27015 -0.83633
H: -0.45872 -1.55352 0.65165
H: -0.72434 0.68539 1.56113
H: -2.12025 1.42324 -0.75457
H: -1.66579 -0.22059 -1.24434
H: -3.58326 -0.22892 -0.02249
H: 0.29274 1.31232 -1.32625
H: 0.35930 2.48824 0.08572
H: 2.12768 0.22201 -0.26126
O: 2.98181 -1.71252 0.20940
H: 3.12925 -1.76162 1.16922
H: 2.00422 -1.54047 0.22572

Atomic forces in eV per Å
N -2.7 -0.6 1.0
C 1.9 -1.0 -1.5
C -1.2 2.5 2.3
O -0.7 0.3 -0.9
C -1.4 2.2 0.7
O -1.0 0.2 -0.8
H 0.4 1.1 1.2
H 1.0 0.0 -0.1
H 0.7 -0.9 -2.1
H 0.5 -1.1 0.6
H 0.5 -0.8 -1.5
H 0.5 -0.1 0.5
H 1.0 0.1 0.7
H 0.5 -1.9 -0.6
H 0.2 0.3 0.4
O -0.9 0.1 0.7
H 0.4 0.0 -0.4
H 0.5 -0.2 -0.2

Calculated values
SMILES string: NC(CO)CO.O
Energy above the lowest of the compared OMol25 structures with the same formula, charge and spin, kJ/mol: 238.2
HOMO-LUMO gap, hartree: 0.3949

Atomic partial charges in e from the Löwdin method, atoms 1 to 6: 0.00, -0.27, -0.26, -0.09, -0.26, -0.07


DFT (ωB97M-V/def2-TZVPD) results for a cluster of 9 separate species, H18O9 in total.

Cartesian coordinates (Å):
O: 0.54489 0.36703 -0.04771
H: 0.09549 -0.37121 -0.45915
H: 1.44872 0.06973 0.05681
O: -2.06918 -2.68124 -4.05921
H: -1.44801 -3.06285 -3.43892
H: -1.52488 -2.36615 -4.78079
O: 4.24959 3.53747 3.59467
H: 4.28309 4.07380 4.38681
H: 4.24860 2.63559 3.91535
O: -2.28393 4.03517 -0.64005
H: -1.51956 3.73011 -0.15128
H: -2.56981 4.82025 -0.17297
O: 4.29599 -2.40845 2.12942
H: 3.79826 -2.94625 2.74527
H: 5.18204 -2.76955 2.15718
O: -1.06197 2.23432 -4.85242
H: -1.20964 2.99376 -4.28879
H: -0.24345 1.85423 -4.53338
O: -4.80217 0.43228 -1.00362
H: -4.34005 1.27001 -1.03346
H: -5.18505 0.40051 -0.12690
O: 0.41996 -4.13963 -0.30858
H: 1.17273 -3.92337 0.24170
H: 0.48731 -5.08439 -0.44688
O: -0.88510 -0.81351 4.01007
H: -0.23922 -1.51691 3.94450
H: -0.84466 -0.37078 3.16237

Atomic forces in eV per Å
O -0.1 0.2 0.1
H -0.2 -0.2 -0.2
H 0.3 0.0 0.0
O -0.2 0.0 0.0
H 0.1 -0.1 0.2
H 0.1 0.1 -0.2
O 0.0 0.1 -0.2
H 0.0 0.2 0.2
H 0.0 -0.3 0.0
O -0.1 -0.1 -0.2
H 0.2 -0.2 0.1
H -0.1 0.2 0.1
O -0.2 0.2 -0.2
H -0.1 -0.1 0.2
H 0.3 -0.1 0.0
O -0.1 -0.1 -0.2
H -0.1 0.2 0.2
H 0.2 -0.1 0.1
O 0.0 -0.2 -0.1
H 0.2 0.3 -0.1
H -0.1 0.0 0.2
O -0.2 0.2 -0.1
H 0.2 0.1 0.1
H 0.0 -0.3 -0.1
O -0.1 0.0 0.2
H 0.1 -0.2 0.0
H 0.0 0.2 -0.3

Calculated values
SMILES string: O.O.O.O.O.O.O.O.O
Energy above the lowest of the compared OMol25 structures with the same formula, charge and spin, kJ/mol: 303.0
HOMO-LUMO gap, hartree: 0.4027

Atomic partial charges in e from the Löwdin method, atoms 1 to 6: -0.05, 0.03, 0.03, -0.05, 0.02, 0.03


DFT (ωB97M-V/def2-TZVPD) results for a structure of composition C4H7NO3 at a distorted geometry.

Cartesian coordinates (Å):
C: 0.59467 0.34835 -1.37480
C: 0.70161 -0.87810 0.91954
N: -1.27087 0.93919 0.09664
C: -0.58670 -0.19322 -0.47709
C: 1.62361 0.44779 -0.36371
O: -2.30187 0.50341 0.97550
O: -1.28646 -1.11936 -0.91938
O: 2.43260 1.12309 0.11352
H: -2.71361 -0.21323 0.45871
H: -0.70575 1.58361 0.64049
H: 0.82144 -0.48316 -2.04290
H: 0.42834 1.28896 -1.91231
H: 0.86100 -0.19134 1.75446
H: 1.49884 -1.61841 0.87334
H: -0.09685 -1.53756 1.25799

Atomic forces in eV per Å
C -0.5 -0.1 -0.3
C 1.7 0.4 1.1
N 0.2 -0.9 0.4
C -1.2 1.1 -2.6
C -1.3 -0.6 1.8
O 0.2 0.1 -0.3
O 0.8 0.5 0.9
O 0.0 -0.5 -0.4
H 0.1 0.1 0.0
H 0.0 -0.2 0.1
H 0.0 0.1 -0.1
H 0.0 -0.2 -0.1
H 0.3 -0.2 0.1
H 0.6 0.2 0.0
H -0.7 0.4 -0.6

Calculated values
Energy above the lowest of the compared OMol25 structures with the same formula, charge and spin, kJ/mol: 630.6
HOMO-LUMO gap (alpha / beta), hartree: 0.3214 / 0.3214

Atomic partial charges in e from the Löwdin method, atoms 1 to 6: -0.03, -0.03, 0.01, -0.60, -0.21, -0.04


DFT (ωB97M-V/def2-TZVPD) results for a cluster of 2 separate species, C3H5NO2 in total.

Cartesian coordinates (Å):
N: -1.29977 -0.66614 1.52171
C: -1.86147 -0.55185 0.44675
O: -2.25130 -0.39675 -0.64389
H: -1.85743 -0.87067 2.33520
C: 1.15009 -0.10538 -0.97446
C: 0.87641 0.95909 0.07400
O: 1.35317 2.07390 0.03306
H: 2.02598 0.20721 -1.55277
H: 1.34225 -1.06344 -0.47355
H: 0.30160 -0.24424 -1.66391
H: 0.22046 0.65827 0.89786

Atomic forces in eV per Å
N -0.6 -0.3 -0.1
C -0.2 0.1 -0.8
O 0.3 -0.2 0.9
H 0.1 -0.1 0.2
C 0.2 0.2 0.1
C 0.4 0.5 -0.5
O -0.2 -0.6 0.0
H -0.2 -0.2 0.1
H -0.1 0.2 -0.2
H 0.2 0.1 0.3
H 0.2 0.2 0.1

Calculated values
SMILES string: N=C=O.CC=O
Energy above the lowest of the compared OMol25 structures with the same formula, charge and spin, kJ/mol: 112.8
HOMO-LUMO gap, hartree: 0.3707

Atomic partial charges in e from the Löwdin method, atoms 1 to 6: 0.16, -0.39, 0.17, 0.09, -0.06, -0.31


DFT (ωB97M-V/def2-TZVPD) results for an isolated molecule of C3H3BrOS at a distorted geometry.

Cartesian coordinates (Å):
C: 0.30777 -0.24005 1.51960
C: 0.16749 0.85529 0.10318
C: -0.37584 0.01119 -0.98971
O: 0.25727 2.03507 0.14936
S: -0.56061 -1.55468 1.51455
Br: 1.21001 -0.87181 -1.88822
H: 0.88789 0.21797 2.20807
H: -0.95528 -0.95857 -0.70690
H: -0.93871 0.50559 -1.90992

Atomic forces in eV per Å
C -0.4 2.8 -4.3
C -1.4 -2.1 2.7
C -1.2 -1.7 -3.8
O 0.6 -0.4 0.0
S -1.0 -2.0 0.4
Br -0.5 0.5 0.4
H 1.7 1.2 2.3
H 0.9 2.2 0.1
H 1.3 -0.5 2.3

Calculated values
2S+1: 3
Energy above the lowest of the compared OMol25 structures with the same formula, charge and spin, kJ/mol: 86.1
Expectation value of S²: 2.01
HOMO-LUMO gap (alpha / beta), hartree: 0.2601 / 0.2803

Atomic partial charges in e from the Löwdin method, atoms 1 to 6: -0.59, -0.49, -0.53, 0.13, 0.77, 0.58